{
  "formula": "C3H7ClN2Si",
  "method": "ωB97M-V with the def2-TZVPD basis set",
  "lumo_energy_ha": [-0.049, -0.086],
  "homo_lumo_gap_ev": [8.2, 6.8],
  "elements": ["C", "C", "C", "N", "N", "Si", "Cl", "H", "H", "H", "H", "H", "H", "H"],
  "positions_angstrom": [[0.82349, 0.28681, 1.65811], [1.83876, -0.56251, 1.14285], [-2.01225, 0.20369, -0.79873], [0.12349, 0.99190, 0.80598], [0.64430, -0.82097, -1.51205], [-0.12716, 0.51884, -0.90457], [0.53784, 2.30153, -1.79649], [0.65837, 0.37306, 2.69676], [1.83442, -0.56285, 0.12911], [2.42637, -1.13925, 1.82452], [-2.77082, 0.48991, -1.49709], [-1.89636, -0.92811, -0.83339], [-2.33881, 0.53053, 0.19804], [0.25837, -1.68259, -1.11305]]
}